(1)
Here is the ion C15H24N3P2S with charge +1 from the OMol25 dataset. Energies are from ωB97M-V/def2-TZVPD.

Geometry as XYZ:
```
45
C15H24N3P2S (ωB97M-V/def2-TZVPD)
C 3.7591 -0.1066 3.1517
C 2.6420 0.6601 2.1739
P 3.2643 0.4970 0.3760
C 3.8021 -1.3703 0.2357
N 1.9661 0.6849 -0.8313
C 2.1423 0.3896 -2.3282
S 3.6309 -0.2009 -3.2995
N 0.8903 0.6661 -3.1557
N -0.0023 1.1188 -2.1795
P -1.6114 1.6044 -2.7818
C -2.3993 -0.0403 -3.4262
C -1.2144 2.5831 -4.4190
C 0.5364 1.1697 -0.7371
C -0.2169 1.6805 0.6264
C -1.1378 0.4954 1.3610
C -1.0376 0.3305 3.0098
C -1.8728 -0.7650 3.9005
C -2.9179 -1.7484 3.1053
C -3.0678 -1.6091 1.4454
C -4.1775 -2.6318 0.7601
C -2.1731 -0.5015 0.5684
H 3.8247 0.4349 4.1946
H 3.3424 -1.2029 3.3620
H 4.7992 -0.2509 2.6239
H 1.6473 0.0571 2.3013
H 2.5988 1.7722 2.5367
H 4.7857 -1.5981 0.8278
H 2.9194 -1.9669 0.7741
H 3.8175 -1.7567 -0.8697
H 4.3924 0.9873 -3.5436
H -2.1045 -0.9822 -2.7781
H -3.5641 0.1632 -3.4555
H -2.0753 -0.2765 -4.5378
H -1.7501 2.0947 -5.3606
H -0.0703 2.6102 -4.6646
H -1.6021 3.7074 -4.3670
H -1.0147 2.4971 0.2773
H 0.4840 2.2462 1.3923
H -0.2860 1.0472 3.5651
H -1.7174 -0.8221 5.0619
H -3.5572 -2.5250 3.7405
H -5.2289 -2.0858 0.7201
H -4.3230 -3.5360 1.5260
H -3.8385 -3.0857 -0.2639
H -2.2841 -0.4346 -0.6184
```

- orbital gap (eV) = 7.21
- structure (SMILES) = CCP(C)n1c(S)n[n+](P(C)C)c1Cc1cccc(C)c1
- LUMO level (eV) = -3.78
- net charge = +1
- highest occupied orbital energy (eV) = -10.98

Population analysis type Löwdin, resulting atomic charges in e:
1. C -0.1690
2. C -0.4294
3. P 0.9314
4. C -0.2874
5. N -0.2199
6. C -0.5082
7. S 0.7042
8. N 0.0545
9. N -0.3245
10. P 0.8939
11. C -0.3236
12. C -0.3079
13. C -0.0563
14. C -0.1123
15. C -0.1512
16. C -0.0509
17. C -0.0492
18. C -0.0199
19. C -0.1518
20. C -0.1236
21. C 0.0165
22. H 0.0938
23. H 0.0944
24. H 0.0662
25. H 0.0639
26. H 0.0892
27. H 0.0627
28. H 0.0703
29. H 0.0229
30. H -0.0698
31. H 0.0493
32. H 0.0659
33. H 0.0586
34. H 0.0648
35. H 0.0443
36. H 0.0605
37. H 0.1267
38. H 0.1187
39. H 0.0847
40. H 0.0943
41. H 0.1046
42. H 0.0950
43. H 0.0870
44. H 0.0805
45. H 0.0560


(2)
Here is a structure of composition C31H51EuN4SbSe2Si2 from the OMol25 dataset. Energies are from ωB97M-V/def2-TZVPD.

Geometry as XYZ:
```
92
C31H51EuN4SbSe2Si2 (ωB97M-V/def2-TZVPD)
Eu 0.0568 0.8648 -0.9750
Se -2.0458 0.2879 -2.9863
Se 0.6200 3.5838 -1.4743
C -1.3036 3.6510 -1.4834
C -2.0515 4.5898 -2.1673
C -3.4271 4.7042 -1.9664
C -3.9817 3.7895 -1.1131
C -3.2158 2.8526 -0.4891
N -1.9016 2.7512 -0.6625
C -0.5208 0.7133 -4.0296
C -0.4838 1.1381 -5.4141
C 0.7306 1.2319 -6.0873
C 1.9423 1.1800 -5.4102
C 1.8491 0.8892 -4.0773
N 0.6937 0.6109 -3.4222
H -1.4885 5.1772 -2.8492
H -3.9881 5.4946 -2.3540
H -5.0427 3.8446 -0.9871
H -3.7084 2.1636 0.1786
H -1.4205 1.2714 -5.9902
H 0.7953 1.3925 -7.1621
H 2.9305 1.2707 -5.7934
H 2.7458 0.8248 -3.4364
C 1.8508 -4.0252 -0.7789
Si 1.2188 -2.6235 -1.8430
C -0.6704 -2.8229 -1.7277
C 1.7941 -2.6603 -3.6900
N 1.5569 -1.0777 -1.0900
C 2.7705 -0.8088 -0.6903
C 3.8936 -1.6200 -0.9762
C 5.1507 -1.3104 -0.5669
C 5.3911 -0.0934 0.0995
C 4.3369 0.7003 0.4842
C 2.9899 0.4132 0.1538
N 1.9133 1.0876 0.5987
Si 2.0014 2.5449 1.6137
C 2.9021 4.0782 0.8411
C 2.8026 2.1351 3.2347
C 0.2222 3.1426 1.8764
H 1.0558 -4.7525 -0.6855
H 2.2064 -3.7202 0.1895
H 2.7183 -4.5081 -1.2353
H -0.9662 -3.8280 -1.9373
H -1.2730 -2.2289 -2.4265
H -0.9482 -2.5507 -0.7068
H 2.1404 -3.6743 -3.8863
H 2.5904 -1.9025 -3.8544
H 1.0204 -2.4809 -4.4174
H 3.7437 -2.5634 -1.4683
H 5.9403 -1.9611 -0.8618
H 6.4359 0.1260 0.3900
H 4.5176 1.5023 1.2343
H 3.1385 3.9172 -0.2100
H 3.7929 4.3290 1.3839
H 2.2487 4.9436 0.9340
H 2.1075 1.4640 3.7762
H 2.9460 3.0675 3.8767
H 3.7706 1.6277 3.2371
H -0.0118 3.9981 1.2354
H 0.1807 3.5807 2.8703
H -0.6333 2.4914 1.7117
C -1.5556 0.7976 4.0836
C -2.5637 -0.0636 3.3545
C -3.1507 -1.1077 4.2141
Sb -1.6797 -0.7159 1.4341
C -0.2056 -2.1668 2.0318
C 0.7435 -1.7756 3.1830
C -0.4959 -3.6690 2.0902
C -3.2917 -1.7813 0.5108
C -3.7289 -3.0787 1.1956
C -4.4983 -0.8398 0.2196
H -2.0499 1.2594 4.9415
H -1.1442 1.5948 3.4313
H -0.6829 0.2697 4.4385
H -3.3899 0.5263 3.0389
H -2.5076 -1.8913 4.5841
H -3.9747 -1.6651 3.7398
H -3.5195 -0.6207 5.1288
H 0.4764 -2.0405 1.1907
H 0.5441 -2.2407 4.1495
H 0.8629 -0.6933 3.3788
H 1.7629 -2.1881 2.9100
H -1.1850 -3.9615 2.8741
H 0.4463 -4.1864 2.2987
H -0.9434 -3.9920 1.1300
H -2.9747 -1.9479 -0.4856
H -4.1425 -2.9963 2.1825
H -2.8415 -3.7609 1.2871
H -4.5372 -3.5548 0.6604
H -4.7691 -0.0317 0.9369
H -5.3749 -1.4017 0.0169
H -4.2594 -0.2911 -0.6871
```

- orbital gap (alpha / beta) (eV) = 6.26 / 6.12
- ⟨S²⟩ = 15.78
- LUMO level (alpha / beta) (eV) = -0.62 / -1.22
- 2S+1 = 8
- highest occupied orbital energy (alpha / beta) (eV) = -6.88 / -7.34

Population analysis type Löwdin, resulting atomic charges in e:
1. Eu 1.4651
2. Se 0.5200
3. Se 0.5909
4. C -0.7367
5. C -0.0985
6. C -0.0436
7. C -0.0850
8. C -0.1739
9. N -0.0968
10. C -0.7545
11. C -0.0839
12. C -0.0779
13. C -0.0768
14. C -0.1747
15. N -0.1423
16. H 0.0864
17. H 0.0936
18. H 0.1011
19. H 0.0931
20. H 0.1059
21. H 0.1076
22. H 0.0970
23. H 0.1173
24. C -0.1676
25. Si 0.4508
26. C -0.1996
27. C -0.1522
28. N -0.1539
29. C -0.3465
30. C -0.0706
31. C -0.0864
32. C -0.0842
33. C -0.0572
34. C -0.3147
35. N -0.1759
36. Si 0.3851
37. C -0.2177
38. C -0.1856
39. C -0.2286
40. H 0.0275
41. H 0.0266
42. H 0.0337
43. H 0.0265
44. H -0.0466
45. H -0.0305
46. H 0.0189
47. H 0.0262
48. H 0.0166
49. H 0.0735
50. H 0.0973
51. H 0.1126
52. H 0.0937
53. H -0.0114
54. H 0.0096
55. H 0.0166
56. H 0.0195
57. H 0.0611
58. H 0.0203
59. H -0.0046
60. H 0.0312
61. H -0.0297
62. C -0.1482
63. C -0.5593
64. C -0.1517
65. Sb 1.4776
66. C -0.5803
67. C -0.1408
68. C -0.1434
69. C -0.5625
70. C -0.1229
71. C -0.1383
72. H 0.0838
73. H 0.0395
74. H 0.0534
75. H 0.0629
76. H 0.0719
77. H 0.0636
78. H 0.0859
79. H 0.0155
80. H 0.0719
81. H 0.0417
82. H 0.0947
83. H 0.0676
84. H 0.0791
85. H 0.0549
86. H 0.0257
87. H 0.0468
88. H 0.0558
89. H 0.0715
90. H 0.0683
91. H 0.0589
92. H 0.0395


(3)
Here is a cluster of 2 separate species, C4H11NO in total from the OMol25 dataset. Energies are from ωB97M-V/def2-TZVPD.

Geometry as XYZ:
```
17
C4H11NO (ωB97M-V/def2-TZVPD)
C 2.8213 -2.9538 2.0142
C 3.9196 -2.8527 1.2764
C 5.0695 -1.9234 1.5712
H 2.0708 -3.6855 1.7387
H 2.6533 -2.3223 2.8700
H 4.0637 -3.4866 0.4113
H 4.9286 -0.9911 1.0260
H 5.1492 -1.6562 2.6186
H 6.0134 -2.3491 1.2135
N -3.9568 3.2789 -2.5083
C -4.9403 2.4230 -1.9492
O -5.4328 2.8250 -0.6655
H -4.2379 4.2075 -2.7573
H -2.9842 3.0637 -2.4153
H -5.8490 2.4024 -2.5449
H -4.4887 1.4365 -1.9199
H -4.7997 2.5837 0.0202
```

- orbital gap (eV) = 10.44
- structure (SMILES) = C=CC.NCO
- LUMO level (eV) = 1.07
- ΔE to the lowest compared entry with this formula, charge and spin (kcal per mole) = 40.8
- highest occupied orbital energy (eV) = -9.37

Population analysis type Löwdin, resulting atomic charges in e:
1. C -0.0235
2. C -0.2458
3. C -0.1204
4. H 0.0475
5. H 0.0518
6. H 0.0859
7. H 0.0689
8. H 0.0668
9. H 0.0688
10. N 0.0204
11. C -0.3605
12. O -0.0812
13. H 0.0685
14. H 0.0629
15. H 0.1096
16. H 0.1094
17. H 0.0709


Question: What is the formula in the second record?
Answer: C31H51EuN4SbSe2Si2